{
  "formula": "C6H7N3S2",
  "method": "wB97M-V/def2-TZVPD",
  "orbital_gap_ha": 0.311,
  "e_tot_ev": -32472.413,
  "relative_energy_kj_mol": 285.3,
  "homo_energy_ev": -9.201,
  "species": ["C", "C", "C", "C", "C", "C", "H", "H", "H", "H", "H", "H", "H", "N", "N", "N", "S", "S"],
  "xyz": [[3.041, 0.963, -1.423], [2.546, 1.576, -0.342], [1.742, 0.954, 0.729], [-1.019, 0.292, 0.654], [-0.884, -2.141, -0.024], [0.112, -1.862, -1.746], [2.654, -0.023, -1.528], [3.556, 1.607, -2.321], [2.744, 2.552, 0.104], [1.655, 0.043, 0.662], [2.133, 0.925, 1.697], [-1.337, -2.324, 0.825], [0.579, -1.980, -2.806], [-0.548, -0.868, -0.089], [-0.482, -2.809, -1.030], [0.107, -0.663, -1.264], [0.088, 1.635, 0.826], [-2.510, 0.296, 1.234]]
}

{
  "formula": "C38H35Br2MgN3O3SSi",
  "method": "wB97M-V/def2-TZVPD",
  "orbital_gap_ha": 0.207,
  "e_tot_ev": -214833.664,
  "relative_energy_kj_mol": 0.0,
  "homo_energy_ev": -6.268,
  "species": ["Mg", "Br", "C", "C", "C", "N", "C", "C", "C", "C", "C", "Br", "C", "C", "N", "H", "H", "H", "H", "H", "H", "N", "C", "C", "O", "O", "H", "H", "H", "H", "O", "S", "C", "C", "C", "C", "C", "C", "C", "C", "C", "C", "C", "C", "C", "C", "H", "H", "H", "H", "H", "H", "H", "H", "H", "H", "H", "H", "H", "H", "C", "C", "C", "C", "C", "C", "Si", "C", "C", "C", "C", "C", "C", "H", "H", "H", "H", "H", "H", "H", "H", "H", "H", "H"],
  "xyz": [[-0.192, -0.070, -0.162], [5.544, 2.232, 2.557], [3.961, 1.477, 1.885], [4.021, 0.459, 0.947], [2.830, -0.053, 0.468], [1.644, 0.395, 0.881], [1.595, 1.375, 1.782], [2.736, 1.955, 2.317], [0.217, 1.871, 2.116], [-0.008, 2.743, 3.172], [-1.299, 3.195, 3.379], [-1.658, 4.380, 4.789], [-2.323, 2.777, 2.546], [-2.005, 1.893, 1.532], [-0.770, 1.445, 1.316], [4.965, 0.082, 0.584], [2.796, -0.828, -0.289], [2.690, 2.783, 3.005], [0.791, 3.065, 3.821], [-3.338, 3.120, 2.680], [-2.768, 1.535, 0.852], [-1.925, -0.450, -1.583], [-1.517, -1.654, -2.346], [-0.019, -2.010, -2.245], [0.472, -2.673, -3.138], [0.561, -1.632, -1.156], [-2.901, -0.527, -1.323], [-1.857, 0.375, -2.175], [-1.799, -1.596, -3.398], [-2.042, -2.507, -1.908], [-0.904, -1.419, 1.339], [-0.871, -2.909, 0.991], [-1.895, -3.659, 2.260], [-2.135, -5.118, 1.973], [-2.709, -5.523, 0.771], [-2.914, -6.868, 0.510], [-2.552, -7.823, 1.450], [-1.991, -7.427, 2.654], [-1.780, -6.080, 2.912], [0.785, -3.496, 1.393], [1.218, -3.336, 2.818], [1.449, -2.076, 3.362], [1.838, -1.947, 4.687], [2.011, -3.072, 5.480], [1.797, -4.332, 4.941], [1.402, -4.460, 3.617], [-2.810, -3.066, 2.209], [-1.442, -3.501, 3.239], [-2.991, -4.785, 0.031], [-3.355, -7.171, -0.430], [-2.712, -8.873, 1.245], [-1.717, -8.166, 3.396], [-1.350, -5.769, 3.855], [1.379, -2.919, 0.680], [0.812, -4.538, 1.067], [1.316, -1.200, 2.748], [2.013, -0.962, 5.100], [2.324, -2.970, 6.510], [1.947, -5.216, 5.546], [1.253, -5.444, 3.190], [-3.255, 3.726, -3.880], [-2.325, 3.014, -4.622], [-1.149, 2.569, -4.029], [-0.860, 2.809, -2.681], [-1.828, 3.518, -1.955], [-2.998, 3.981, -2.540], [0.626, 1.946, -1.844], [1.694, 3.274, -0.989], [1.157, 4.132, -0.018], [1.944, 4.997, 0.729], [3.320, 5.011, 0.549], [3.884, 4.178, -0.407], [3.082, 3.337, -1.167], [-4.169, 4.079, -4.341], [-2.507, 2.811, -5.670], [-0.427, 2.030, -4.634], [-1.671, 3.718, -0.901], [-3.716, 4.538, -1.950], [1.450, 1.576, -3.051], [0.087, 4.136, 0.160], [1.487, 5.656, 1.459], [3.944, 5.671, 1.139], [4.955, 4.193, -0.572], [3.545, 2.710, -1.922]]
}

{
  "formula": "C46H67Cl2N11OPSTi",
  "method": "wB97M-V/def2-TZVPD",
  "orbital_gap_ha": 0.196,
  "e_tot_ev": -135487.785,
  "relative_energy_kj_mol": 74.3,
  "charge": 3,
  "homo_energy_ev": -14.307,
  "species": ["Ti", "C", "N", "C", "C", "N", "C", "C", "N", "C", "C", "N", "C", "N", "C", "C", "N", "C", "C", "C", "C", "N", "C", "N", "C", "C", "N", "C", "C", "N", "C", "C", "H", "H", "H", "H", "H", "H", "H", "H", "H", "H", "H", "H", "H", "H", "H", "H", "H", "H", "H", "H", "H", "H", "H", "H", "H", "H", "H", "H", "H", "H", "H", "H", "H", "H", "H", "H", "H", "H", "H", "H", "H", "H", "H", "H", "H", "H", "H", "H", "Cl", "C", "C", "C", "C", "C", "Cl", "C", "S", "H", "H", "H", "O", "N", "C", "C", "C", "C", "C", "C", "C", "P", "C", "C", "C", "C", "C", "C", "C", "C", "C", "C", "C", "C", "H", "H", "H", "H", "H", "H", "H", "H", "H", "H", "H", "H", "H", "H", "H", "H"],
  "xyz": [[0.240, -0.004, 0.400], [5.027, 0.591, -1.936], [4.429, -0.017, -3.113], [5.403, -0.595, -4.034], [3.240, 0.524, -3.600], [2.203, 0.560, -2.809], [1.145, 1.471, -3.211], [0.108, 1.939, -2.179], [-0.646, 0.975, -1.269], [-1.266, -0.085, -2.114], [-0.313, -1.140, -2.607], [0.492, -1.672, -1.502], [1.290, -2.631, -1.801], [1.325, -3.403, -2.901], [2.568, -3.917, -3.495], [0.102, -3.865, -3.571], [2.261, -2.962, -0.723], [1.987, -4.317, -0.154], [3.721, -2.738, -0.986], [-1.827, 1.803, -0.756], [-1.518, 2.964, 0.195], [-1.902, 2.683, 1.572], [-1.560, 3.614, 2.413], [-1.875, 3.542, 3.741], [-1.777, 4.695, 4.626], [-2.497, 2.383, 4.344], [-0.830, 4.743, 2.022], [-1.479, 5.789, 1.251], [0.398, 5.099, 2.707], [3.252, 0.935, -4.911], [2.247, 0.518, -5.873], [4.325, 1.760, -5.452], [5.498, 1.550, -2.170], [5.804, -0.068, -1.545], [4.274, 0.753, -1.168], [4.897, -1.051, -4.882], [5.959, -1.370, -3.505], [6.135, 0.124, -4.408], [0.565, 1.078, -4.051], [1.577, 2.408, -3.582], [-0.683, 2.390, -2.783], [0.510, 2.723, -1.544], [-1.740, 0.389, -2.980], [-2.059, -0.560, -1.532], [0.380, -0.765, -3.355], [-0.943, -1.886, -3.089], [3.346, -3.160, -3.501], [2.348, -4.158, -4.532], [2.921, -4.829, -3.010], [-0.742, -3.853, -2.887], [0.268, -4.900, -3.867], [-0.125, -3.283, -4.464], [2.206, -5.072, -0.905], [0.941, -4.372, 0.142], [2.636, -4.459, 0.706], [4.185, -2.577, -0.015], [3.828, -1.847, -1.603], [4.155, -3.613, -1.455], [-2.547, 1.138, -0.295], [-2.288, 2.215, -1.656], [-2.066, 3.820, -0.206], [-0.463, 3.246, 0.137], [-1.792, 5.621, 4.061], [-0.874, 4.667, 5.242], [-2.640, 4.695, 5.291], [-1.935, 2.061, 5.225], [-2.528, 1.571, 3.631], [-3.516, 2.618, 4.665], [-2.505, 5.505, 1.020], [-0.953, 5.992, 0.314], [-1.516, 6.722, 1.823], [0.743, 4.260, 3.311], [0.290, 5.972, 3.359], [1.176, 5.329, 1.973], [1.673, -0.319, -5.480], [2.753, 0.173, -6.778], [1.565, 1.324, -6.155], [4.973, 2.108, -4.652], [3.891, 2.640, -5.931], [4.920, 1.226, -6.195], [0.193, 0.813, 2.909], [1.767, 1.501, 3.200], [2.192, 1.668, 4.501], [3.397, 2.322, 4.703], [4.119, 2.809, 3.624], [3.654, 2.629, 2.330], [4.540, 3.328, 1.030], [2.464, 1.935, 2.084], [1.812, 1.737, 0.463], [1.595, 1.314, 5.331], [3.765, 2.473, 5.708], [5.046, 3.342, 3.778], [1.523, -1.188, 1.115], [0.282, -1.655, 1.511], [0.146, -2.152, 2.689], [-1.125, -2.207, 3.372], [-1.099, -2.765, 4.653], [-2.225, -2.741, 5.460], [-3.378, -2.143, 4.984], [-3.423, -1.589, 3.703], [-2.315, -1.612, 2.876], [-2.431, -1.137, 1.103], [-4.037, -0.346, 0.781], [-4.687, -0.707, -0.406], [-5.852, -0.066, -0.793], [-6.390, 0.937, 0.002], [-5.749, 1.305, 1.176], [-4.570, 0.681, 1.556], [-2.757, -2.849, 0.504], [-3.922, -3.487, 0.939], [-4.195, -4.788, 0.556], [-3.305, -5.480, -0.258], [-2.145, -4.857, -0.689], [-1.877, -3.544, -0.314], [2.022, -2.258, 0.005], [1.044, -2.462, 3.219], [-0.181, -3.211, 5.019], [-2.199, -3.178, 6.448], [-4.264, -2.111, 5.605], [-4.347, -1.147, 3.356], [-4.300, -1.508, -1.024], [-6.349, -0.362, -1.707], [-7.308, 1.427, -0.292], [-6.164, 2.087, 1.798], [-4.069, 1.013, 2.449], [-4.630, -2.967, 1.571], [-5.104, -5.266, 0.895], [-3.519, -6.498, -0.553], [-1.451, -5.401, -1.318], [-0.973, -3.056, -0.645]]
}

{
  "formula": "C7H10N2O2",
  "method": "wB97M-V/def2-TZVPD",
  "orbital_gap_ha": 0.337,
  "e_tot_ev": -14494.132,
  "smiles": "CO[C@@]1(C(N)=O)CC=CC=N1",
  "relative_energy_kj_mol": 282.2,
  "homo_energy_ev": -8.451,
  "species": ["C", "C", "C", "C", "C", "C", "C", "N", "N", "O", "O", "H", "H", "H", "H", "H", "H", "H", "H", "H", "H"],
  "xyz": [[-0.660, 1.122, -2.424], [-1.349, 0.061, -2.017], [-0.165, 1.974, -1.275], [1.380, -0.770, -0.532], [-1.217, -0.562, -0.692], [-0.066, 0.035, 0.067], [0.378, 0.662, 2.355], [0.096, 1.429, -0.156], [1.718, -1.780, 0.283], [1.932, -0.379, -1.522], [-0.160, -0.347, 1.430], [-0.555, 1.375, -3.458], [-1.905, -0.489, -2.835], [0.043, 3.026, -1.331], [-2.241, -0.484, -0.116], [-1.089, -1.689, -0.926], [-0.321, 1.459, 2.365], [1.336, 1.134, 2.030], [0.367, 0.028, 3.126], [1.063, -1.884, 1.083], [2.636, -2.218, 0.488]]
}

Number 1: LUMO -0.75 eV. Number 2: LUMO -0.64 eV. Number 3: LUMO -8.98 eV. Number 4: LUMO 0.72 eV.